Formula: C3H11NO2S
Source: the OMol25 dataset
Level of theory: wB97M-V/def2-TZVPD

The calculation puts the largest force on an atom at 0.0753 Eh/bohr. The calculation puts the gap between HOMO and LUMO at 0.284 hartree. As for the total charge: 0. For the LUMO energy, the calculation gives -0.073 hartree. As for the multiplicity: 1. The total energy is -724.1749 hartree.

```
18
C3H11NO2S | the OMol25 dataset | wB97M-V/def2-TZVPD
C -1.87 -0.15 -0.48
O -2.37 -1.48 -0.74
C -0.37 -0.20 -0.48
C 0.33 1.19 -0.50
S 2.24 0.78 -0.50
N 0.01 -1.32 0.54
H -2.29 0.35 0.39
H -2.07 0.50 -1.37
H -1.66 -2.06 -0.27
H -0.14 -0.68 -1.44
H 0.30 1.72 -1.46
H -0.02 1.84 0.30
H 1.91 -0.20 -2.36
H 0.62 -0.94 1.29
H 0.58 -1.99 -0.01
H 1.73 0.66 1.63
H 1.81 1.25 3.01
O 1.24 0.72 2.46
```

=====

Formula: C10H12NO2
Source: the OMol25 dataset
Level of theory: wB97M-V/def2-TZVPD

The calculation puts the largest force on an atom at 0.0619 Eh/bohr. The calculation puts the gap between HOMO and LUMO at 0.301 hartree. As for the total charge: +1. For the LUMO energy, the calculation gives -0.221 hartree. As for the multiplicity: 1. The total energy is -593.0906 hartree. As for the structure (SMILES): CC[C@]1(C)O[N+](=O)c2ccccc21.

```
25
C10H12NO2 | the OMol25 dataset | wB97M-V/def2-TZVPD
C -1.72 -2.28 -0.03
C -2.84 -1.46 0.16
C -0.46 -1.69 -0.27
C -2.75 -0.05 0.06
C -0.26 -0.34 -0.36
C -1.43 0.46 -0.15
C 0.93 0.52 -0.55
C 1.45 0.45 -1.97
C 1.64 0.52 2.05
C 2.07 0.47 0.53
N -1.04 1.78 -0.11
O -1.65 2.77 0.07
O 0.28 1.87 -0.31
H -1.99 -3.31 0.04
H -3.90 -1.86 0.23
H 0.31 -2.28 -0.72
H -3.51 0.67 0.38
H 2.53 0.36 -1.95
H 1.13 1.24 -2.63
H 1.11 -0.44 -2.46
H 1.16 1.51 2.38
H 2.59 0.44 2.50
H 1.01 -0.45 2.42
H 2.74 -0.37 0.40
H 2.60 1.47 0.29
```

=====

Formula: C15H48O15
Source: the OMol25 dataset
Level of theory: wB97M-V/def2-TZVPD

The calculation puts the largest force on an atom at 0.0400 Eh/bohr. The calculation puts the gap between HOMO and LUMO at 0.363 hartree. As for the total charge: 0. For the LUMO energy, the calculation gives 0.011 hartree. As for the multiplicity: 1. The total energy is -1728.7611 hartree. As for the structure (SMILES): OCCO.OCCO.OCCO.OCCO.OCCO.OCCO.CO.CO.CO.

```
78
C15H48O15 | the OMol25 dataset | wB97M-V/def2-TZVPD
C 2.54 0.12 3.89
O 3.78 -0.56 4.10
H 2.35 0.68 4.80
H 2.59 0.85 3.07
H 1.73 -0.59 3.69
H 4.11 -0.97 3.30
C -0.22 -3.81 0.77
O -1.51 -4.10 1.31
H 0.22 -4.56 0.10
H -0.21 -2.89 0.18
H 0.46 -3.73 1.62
H -1.55 -3.48 2.06
C 0.22 0.09 0.74
O 0.85 -0.57 -0.34
H 0.92 0.07 1.57
H -0.08 1.13 0.56
H -0.66 -0.50 1.02
H 0.36 -0.30 -1.15
C 0.73 3.73 -0.56
C 2.15 3.77 0.07
O 2.41 2.71 0.98
O -0.31 3.97 0.37
H 0.46 2.75 -0.97
H 0.64 4.52 -1.31
H 2.28 4.77 0.49
H 2.90 3.63 -0.71
H 1.91 2.93 1.77
H -1.15 3.63 0.03
C -1.72 -0.43 -2.73
C -1.12 -1.48 -3.69
O -0.61 -1.05 -4.94
O -0.84 0.57 -2.24
H -2.23 -0.89 -1.87
H -2.53 0.03 -3.31
H -1.95 -2.15 -3.88
H -0.35 -2.03 -3.13
H 0.26 -0.65 -4.78
H -0.46 1.08 -2.99
C -3.57 1.48 0.16
C -4.12 2.24 1.42
O -3.23 2.25 2.49
O -2.55 2.22 -0.44
H -4.37 1.32 -0.58
H -3.30 0.47 0.49
H -5.09 1.85 1.71
H -4.29 3.28 1.10
H -2.43 2.72 2.23
H -2.05 1.67 -1.08
C -2.65 -1.36 2.98
C -3.77 -1.12 4.01
O -4.90 -0.45 3.42
O -1.83 -2.38 3.48
H -2.05 -0.50 2.66
H -3.14 -1.76 2.09
H -3.39 -0.53 4.86
H -4.10 -2.09 4.41
H -5.36 0.04 4.11
H -1.39 -2.03 4.26
C 3.90 -3.76 -0.27
C 3.22 -3.01 -1.43
O 3.20 -1.62 -1.31
O 3.24 -3.52 0.96
H 4.96 -3.51 -0.16
H 3.93 -4.81 -0.58
H 2.16 -3.32 -1.44
H 3.59 -3.38 -2.39
H 2.39 -1.40 -0.79
H 3.39 -2.60 1.20
C 1.69 2.45 -3.91
C 2.17 1.25 -3.09
O 1.93 0.04 -3.81
O 0.27 2.66 -3.72
H 1.90 2.16 -4.94
H 2.25 3.34 -3.61
H 1.62 1.23 -2.15
H 3.25 1.38 -2.90
H 2.20 -0.71 -3.24
H -0.03 3.51 -4.08
```

=====

Formula: CH2MgNaO
Source: the OMol25 dataset
Level of theory: wB97M-V/def2-TZVPD

The calculation puts the largest force on an atom at 0.0696 Eh/bohr. The calculation puts the gap between HOMO and LUMO (spin up / spin down) at 0.126 / 0.127 hartree. As for the total charge: +1. For the LUMO energy (spin up / spin down), the calculation gives -0.241 / -0.241 hartree. As for the multiplicity: 1. The total energy is -476.5223 hartree.

```
6
CH2MgNaO | the OMol25 dataset | wB97M-V/def2-TZVPD
C -0.43 0.63 0.21
O -0.26 0.05 -0.86
H 0.31 0.85 1.00
Mg -2.36 1.30 0.72
Na 1.14 -1.80 -1.44
H 1.61 -1.04 0.37
```

=====

Formula: C18H48Li2N5O10
Source: the OMol25 dataset
Level of theory: wB97M-V/def2-TZVPD

The calculation puts the largest force on an atom at 0.0543 Eh/bohr. The calculation puts the gap between HOMO and LUMO at 0.253 hartree. As for the total charge: +1. For the LUMO energy, the calculation gives -0.134 hartree. As for the multiplicity: 1. The total energy is -1755.6580 hartree.

```
83
C18H48Li2N5O10 | the OMol25 dataset | wB97M-V/def2-TZVPD
Li -0.17 0.62 3.48
Li -0.99 4.02 4.14
C -0.30 2.30 1.26
O -0.61 2.71 2.56
H -0.02 1.25 1.16
H -1.16 2.47 0.59
H 0.43 2.94 0.76
C -1.26 4.97 -2.04
C -2.50 5.14 -1.16
O -2.26 4.96 0.26
O -0.97 3.62 -2.20
H -0.36 5.45 -1.65
H -1.61 5.37 -3.00
H -3.18 4.28 -1.28
H -3.18 5.96 -1.38
H -1.69 4.18 0.24
H -0.07 3.36 -1.97
C 3.23 4.29 -1.88
C 3.44 5.78 -1.48
O 4.81 5.98 -1.33
O 1.91 3.77 -1.75
H 3.85 3.71 -1.19
H 3.73 4.03 -2.82
H 2.95 5.91 -0.51
H 2.93 6.35 -2.25
H 5.29 5.32 -0.82
H 1.91 3.31 -0.91
C -5.57 1.58 2.04
C -4.31 2.35 1.74
O -3.43 2.16 2.83
O -6.48 1.31 0.97
H -6.01 1.98 2.96
H -5.23 0.57 2.32
H -4.61 3.39 1.56
H -3.76 2.00 0.86
H -2.57 2.59 2.68
H -6.75 0.41 1.11
C -1.85 -1.09 2.23
O -1.30 -1.18 3.34
N -1.19 -1.25 1.04
N -3.17 -1.00 2.04
H -0.24 -1.57 1.02
H -1.73 -1.03 0.23
H -3.77 -1.11 2.84
H -3.61 -0.62 1.23
C 2.47 -0.93 2.66
O 1.60 -0.04 2.70
N 3.64 -0.75 2.06
N 2.39 -2.09 3.31
H 3.87 0.21 1.85
H 4.37 -1.42 2.22
H 1.57 -2.17 3.88
H 3.24 -2.63 3.36
C 2.82 -3.19 -2.36
C 1.58 -2.65 -1.65
C 0.43 -2.40 -2.64
C -0.24 -3.70 -2.95
C -0.74 -4.43 -1.68
C 0.41 -4.76 -0.72
N 1.14 -3.46 -0.50
O 2.08 -3.58 0.54
C -0.28 -5.10 0.64
C 1.28 -5.91 -1.23
C 1.91 -1.28 -1.05
H 3.81 -2.92 -1.98
H 3.07 -3.05 -3.41
H 2.77 -4.28 -2.31
H -0.32 -1.71 -2.24
H 0.76 -2.00 -3.60
H 0.39 -4.38 -3.54
H -1.01 -3.57 -3.71
H -1.30 -5.32 -1.95
H -1.43 -3.76 -1.15
H -0.71 -4.21 1.09
H -1.10 -5.80 0.48
H 0.52 -5.58 1.20
H 0.95 -6.83 -0.72
H 1.26 -6.20 -2.27
H 2.25 -5.98 -0.73
H 2.83 -1.33 -0.46
H 1.08 -0.89 -0.45
H 2.15 -0.51 -1.79
H 1.89 -2.91 1.20
```

=====

Formula: C33H81N3O9
Source: the OMol25 dataset
Level of theory: wB97M-V/def2-TZVPD

The calculation puts the largest force on an atom at 0.0605 Eh/bohr. The calculation puts the gap between HOMO and LUMO at 0.326 hartree. As for the total charge: 0. For the LUMO energy, the calculation gives 0.023 hartree. As for the multiplicity: 1. The total energy is -2147.1047 hartree. As for the structure (SMILES): CC1(C)CCCC(C)(C)N1O.CC1(C)CCCC(C)(C)N1O.CC1(C)CCCC(C)(C)N1O.CO.CO.CO.CO.CO.CO.

```
126
C33H81N3O9 | the OMol25 dataset | wB97M-V/def2-TZVPD
C 5.92 10.60 15.88
O 5.22 10.37 17.08
H 6.98 10.53 16.09
H 5.63 9.87 15.11
H 5.74 11.53 15.37
H 5.50 10.95 17.82
C 5.66 11.65 20.88
O 5.92 10.97 19.66
H 5.04 12.52 20.59
H 5.17 11.08 21.67
H 6.55 12.13 21.24
H 6.71 10.41 19.80
C 7.06 5.22 18.37
O 7.20 6.64 18.45
H 7.86 4.89 17.78
H 7.10 4.79 19.35
H 6.12 4.84 17.87
H 6.37 7.09 18.69
C 3.94 8.14 14.84
O 3.42 6.81 15.20
H 4.96 7.99 14.57
H 3.35 8.52 14.03
H 3.79 8.83 15.68
H 2.49 6.76 14.94
C 3.88 7.38 18.37
O 4.66 8.36 19.03
H 4.49 6.80 17.65
H 3.57 6.64 19.14
H 3.05 7.84 17.80
H 4.73 9.11 18.45
C 9.04 8.75 19.87
O 7.90 9.19 20.61
H 9.73 8.22 20.55
H 8.77 8.08 19.07
H 9.66 9.52 19.41
H 7.26 8.47 20.69
C -0.25 6.96 19.91
C -0.49 7.54 18.52
C -1.97 7.59 18.28
C -2.31 8.48 17.09
C -1.77 9.87 17.32
C -0.28 9.91 17.54
N -0.11 8.98 18.66
O 1.37 8.99 18.87
C 0.53 9.77 16.24
C 0.00 11.33 18.14
C 0.17 6.61 17.43
H 0.81 6.85 20.00
H -0.62 5.97 19.99
H -0.62 7.64 20.66
H -2.31 6.61 18.02
H -2.56 7.82 19.18
H -3.42 8.40 16.88
H -1.76 8.00 16.25
H -2.22 10.16 18.28
H -1.96 10.66 16.59
H -0.07 9.22 15.47
H 0.73 10.75 15.83
H 1.53 9.40 16.52
H 1.08 11.41 18.40
H -0.20 12.02 17.28
H -0.60 11.64 19.01
H 1.26 6.62 17.57
H -0.04 7.00 16.43
H -0.22 5.58 17.62
H 1.53 9.67 19.52
C 4.93 1.65 22.28
C 4.00 2.86 22.63
C 4.58 4.15 22.08
C 4.42 4.29 20.60
C 2.99 4.15 20.16
C 2.33 2.87 20.69
N 2.61 2.81 22.13
O 1.94 1.71 22.66
C 0.83 3.00 20.57
C 2.76 1.67 19.88
C 3.92 2.84 24.13
H 4.67 0.77 22.88
H 5.95 1.97 22.54
H 4.92 1.38 21.21
H 4.18 5.00 22.61
H 5.66 4.20 22.33
H 4.99 3.53 20.06
H 4.85 5.22 20.27
H 2.78 4.15 19.09
H 2.34 4.91 20.62
H 0.53 3.36 19.59
H 0.28 2.07 20.82
H 0.54 3.72 21.31
H 2.29 1.75 18.88
H 3.89 1.61 19.71
H 2.45 0.75 20.38
H 3.10 3.45 24.44
H 4.82 3.22 24.61
H 3.67 1.87 24.60
H 1.54 2.00 23.49
C 4.97 8.49 23.34
C 3.41 8.53 23.36
C 2.77 7.42 24.23
C 2.96 7.58 25.74
C 2.49 8.93 26.23
C 3.17 10.05 25.46
N 2.87 9.76 24.01
O 3.22 10.83 23.20
C 2.51 11.35 25.78
C 4.59 10.17 25.91
C 2.99 8.45 21.93
H 5.18 7.73 22.63
H 5.51 8.27 24.30
H 5.32 9.48 23.02
H 1.71 7.49 23.99
H 3.22 6.44 23.91
H 4.03 7.39 25.80
H 2.57 6.67 26.17
H 2.59 9.06 27.28
H 1.40 8.95 25.98
H 3.11 12.19 25.39
H 1.45 11.41 25.47
H 2.52 11.44 26.90
H 4.54 10.56 26.91
H 4.97 9.16 26.02
H 5.12 10.83 25.23
H 1.97 8.81 21.64
H 3.02 7.36 21.77
H 3.64 9.00 21.22
H 2.41 11.37 23.19
```

=====

Q: Which ΔE to the lowest compared entry with this formula, charge and spin values were calculated for the entries above? A: 3.723; 3.581; 0.117; 0.720; 1.838; 4.302, in eV.